1.
Molecular formula: C11H15N4Pt
Method: DFT, wB97M-V/def2-TZVPD

As for the relative energy (zero: lowest compared OMol25 entry of this formula, charge and spin): 5.5 kJ/mol. As for the multiplicity: 3. Its strongest force on any atom is 3.96 eV Å⁻¹. The molar mass comes out at 398.35 u. The net charge is -1. The value obtained for the electronic energy is -20853.3594 eV. Its frontier orbital gap (alpha / beta) is 3.431 / 5.861 eV. Its LUMO energy (alpha / beta) is 0.0867 / 0.0834 hartree.

Structure (XYZ):
```
31
Properties=species:S:1:pos:R:3:forces:R:3:lowdin_spin:R:1
C -0.352524 -0.661637 -4.172269 1.80 2.84 -0.05 0.072
Pt -0.790360 -1.980120 -2.737616 -2.47 -1.61 -2.64 0.497
N -1.597312 -3.609665 -1.792212 -1.14 -2.39 1.52 0.045
H 0.549508 -2.826072 -3.069136 0.62 -0.55 -0.17 0.219
H -0.854756 -4.148104 -1.345121 -0.25 0.12 -0.04 0.007
H -1.259650 -1.772028 -4.280232 -0.16 -0.93 0.29 0.033
H 0.331070 -0.901432 -4.986249 -0.38 0.06 -0.07 0.001
H 0.276184 -0.431352 -3.270631 0.52 1.34 -1.20 0.009
H -1.003031 0.194599 -4.346182 0.13 -0.07 -0.33 0.017
H -2.249015 -3.325833 -1.060542 0.13 -0.14 -0.07 0.016
H -2.089345 -4.255120 -2.409154 0.11 0.23 0.13 0.005
N 0.690028 5.606172 4.535821 -0.05 -1.00 -0.68 0.100
C 0.635424 4.633389 3.885558 0.02 0.12 0.11 0.047
C 0.562957 3.430333 3.093017 -0.07 2.05 1.15 0.146
C -0.467657 3.280136 2.152501 -0.84 -1.15 -1.38 0.064
C -0.556932 2.109785 1.394734 -0.56 1.92 0.64 0.062
C 0.381874 1.093318 1.604911 -0.01 -1.33 -0.56 0.193
C 1.414667 1.228324 2.536024 0.61 1.31 1.19 0.049
C 1.512170 2.413498 3.266826 0.75 -1.94 -0.35 0.087
N 0.289292 -0.080394 0.831992 0.57 -0.26 0.62 0.013
C 1.010435 -1.270418 1.018711 -0.15 0.57 0.32 0.047
C 0.700248 -2.109673 -0.003991 -1.12 1.34 -0.89 0.026
N -0.198037 -1.431307 -0.833010 0.83 0.28 2.38 0.080
C -0.459255 -0.235723 -0.278178 0.70 -1.06 -0.22 0.112
H -1.204417 4.075675 2.016566 0.26 -0.27 0.03 0.004
H -1.353687 1.992176 0.658404 0.22 0.15 0.35 0.009
H 2.147342 0.433265 2.672632 -0.14 0.33 0.00 0.005
H 2.324081 2.547203 3.980985 -0.20 -0.06 -0.16 0.006
H 1.668617 -1.419949 1.852489 -0.02 0.11 0.08 0.005
H 1.061319 -3.107675 -0.236899 -0.06 0.41 0.01 0.005
H -1.119253 0.528633 -0.679759 0.37 -0.44 0.02 0.017
```
Positions in Å, forces in eV/Å.

2.
Molecular formula: C11H15N5OS2
Method: DFT, wB97M-V/def2-TZVPD

As for the relative energy (zero: lowest compared OMol25 entry of this formula, charge and spin): 108.3 kJ/mol. The SMILES is CCCn1nnnc1SCC(=O)NCc1cccs1. Its strongest force on any atom is 1.68 eV Å⁻¹. The molar mass comes out at 297.41 u. The net charge is 0. The value obtained for the electronic energy is -42818.2980 eV. Its frontier orbital gap is 9.266 eV. Its LUMO energy is 0.0190 hartree.

Structure (XYZ):
```
34
Properties=species:S:1:pos:R:3:forces:R:3:lowdin_charge:R:1
C 3.377929 -0.870044 3.023307 -0.19 -0.06 0.08 -0.100
C 2.220584 -1.824909 3.286849 0.17 -0.04 -0.20 -0.235
C 2.047350 -2.836829 2.151278 0.20 -0.12 0.72 -0.165
N 1.672450 -2.189505 0.928286 -1.39 0.60 -0.73 -0.128
N 2.519765 -1.933160 -0.073064 1.14 -0.45 0.32 0.047
N 1.881403 -1.328677 -0.979469 0.62 0.20 -0.85 -0.027
N 0.611500 -1.146864 -0.643869 -0.82 -0.16 0.59 0.003
C 0.469733 -1.682950 0.556931 0.57 -0.18 -0.09 -0.617
S -0.956323 -1.784260 1.523030 -0.31 -0.02 0.21 1.009
C -2.214951 -1.249933 0.317961 0.14 0.01 0.12 -0.342
C -2.352689 0.271705 0.241168 0.27 -0.39 -0.10 -0.572
O -3.298917 0.847833 0.733207 -0.46 0.12 0.22 0.053
N -1.342139 0.868938 -0.406011 0.32 0.19 -0.16 0.063
C -1.316231 2.298646 -0.651365 -0.11 -0.05 0.17 -0.179
C -1.407950 2.582904 -2.113655 0.29 0.15 -0.20 -0.526
C -2.528616 2.712255 -2.874478 0.16 0.02 0.24 -0.131
C -2.245340 2.916450 -4.243399 0.09 0.00 -0.18 -0.191
C -0.913788 2.931046 -4.502449 0.31 -0.06 0.13 -0.423
S 0.024814 2.695393 -3.083331 -0.64 0.04 0.02 1.025
H 3.468211 -0.154451 3.835946 0.06 0.09 0.05 0.073
H 3.226127 -0.317641 2.098684 0.04 0.07 -0.07 0.067
H 4.313217 -1.418422 2.939474 0.13 -0.02 -0.02 0.076
H 2.399811 -2.380057 4.208196 -0.09 -0.03 0.04 0.112
H 1.290428 -1.265264 3.408311 -0.03 -0.04 0.08 0.090
H 1.267870 -3.561141 2.405828 0.13 -0.03 -0.11 0.118
H 2.987768 -3.355630 1.954264 -0.14 -0.04 0.00 0.130
H -3.151056 -1.671370 0.683021 0.07 0.07 -0.06 0.084
H -1.946942 -1.678896 -0.646349 -0.08 -0.03 -0.01 0.086
H -0.594490 0.302089 -0.805221 -0.25 0.00 0.09 0.085
H -0.391628 2.716803 -0.240331 -0.16 0.04 0.04 0.118
H -2.176688 2.723431 -0.126513 0.21 0.02 -0.06 0.126
H -3.522592 2.668056 -2.466541 -0.18 -0.02 0.13 0.115
H -3.001008 3.047624 -4.996928 -0.10 0.03 -0.16 0.099
H -0.417613 3.066830 -5.442767 0.04 0.04 -0.23 0.058
```
Positions in Å, forces in eV/Å.

Question: Among the records above, which one has the highest relative energy (zero: lowest compared OMol25 entry of this formula, charge and spin)?
Answer: C11H15N5OS2

Question: What is the molar mass in the second record?
Answer: 297.41 u